Entry 1:
{"formula": "C5H41NO14S", "method": "ωB97M-V with the def2-TZVPD basis set", "symbols": ["C", "N", "C", "C", "C", "S", "C", "H", "H", "H", "H", "H", "H", "H", "H", "H", "H", "H", "H", "H", "H", "H", "O", "H", "H", "O", "H", "H", "O", "H", "H", "O", "H", "H", "O", "H", "H", "O", "H", "H", "O", "H", "H", "O", "H", "H", "O", "H", "H", "O", "H", "H", "O", "H", "H", "O", "H", "H", "O", "H", "H", "O"], "coordinates": [[1.011, 0.707, -0.976], [0.457, 0.143, 0.268], [-1.020, 0.169, 0.371], [-1.546, -1.214, 0.754], [-1.620, -2.128, -0.449], [-1.838, -3.885, -0.006], [-1.476, 1.208, 1.416], [0.763, 0.025, -1.781], [2.090, 0.831, -0.874], [0.598, 1.685, -1.192], [0.851, 0.635, 1.062], [-1.437, 0.444, -0.605], [-2.521, -1.099, 1.254], [-0.929, -1.620, 1.571], [-0.701, -2.106, -1.039], [-2.398, -1.809, -1.133], [-3.112, -3.848, 0.415], [-1.146, 2.203, 1.126], [-0.998, 0.996, 2.374], [-2.547, 1.232, 1.475], [-2.328, 0.442, 3.983], [-1.645, -0.734, 4.592], [-1.745, 0.250, 4.729], [1.211, 4.447, -0.770], [1.050, 5.761, -1.530], [0.925, 4.806, -1.632], [1.114, -2.865, 0.657], [0.989, -1.302, 0.290], [1.602, -2.151, 0.230], [0.993, -3.462, -2.388], [1.605, -2.353, -1.466], [1.392, -2.593, -2.409], [0.951, 1.595, 5.515], [-0.163, 0.854, 4.706], [0.799, 1.131, 4.682], [-0.784, 3.206, -3.744], [-0.421, 4.315, -2.654], [-1.146, 3.955, -3.218], [-1.241, -2.871, 3.521], [-0.067, -2.195, 4.336], [-1.048, -2.315, 4.282], [-4.143, 3.491, -2.817], [-2.631, 3.295, -2.587], [-3.518, 2.931, -2.344], [1.489, -0.447, 4.598], [2.281, -1.231, 3.510], [1.826, -1.342, 4.374], [0.521, -1.515, -5.057], [0.792, -1.467, -3.524], [0.380, -0.954, -4.284], [-0.213, 0.818, -4.372], [-0.652, 1.807, -5.512], [-0.290, 1.778, -4.626], [2.569, 0.907, 2.222], [1.584, 1.581, 3.181], [2.016, 1.713, 2.308], [4.008, -0.977, 1.982], [2.619, -1.283, 1.302], [3.066, -0.807, 2.048], [1.869, 0.100, -4.675], [2.011, 1.640, -4.733], [2.461, 0.825, -4.971]], "forces_ev_per_angstrom": [[-0.2, 0.0, 0.6], [-0.3, -0.3, -0.4], [-0.2, 0.5, 0.5], [-0.1, 0.3, 0.5], [0.0, -0.4, 0.2], [0.1, 0.0, -0.1], [1.0, -0.1, -0.7], [0.1, 0.0, -0.3], [0.0, -0.2, -0.1], [-0.2, 0.3, -0.2], [0.1, 0.3, 0.2], [0.1, 0.0, 0.1], [0.0, -0.1, -0.5], [0.2, 0.0, -0.4], [0.0, 0.0, 0.2], [-0.3, 0.0, -0.1], [0.1, 0.1, 0.0], [0.0, 0.1, -0.1], [-0.2, -0.1, 0.1], [-0.6, -0.1, 0.2], [0.0, 0.5, 0.2], [0.2, 0.5, 0.4], [-0.3, -0.9, -0.5], [-0.2, 0.1, -0.6], [-0.1, -0.2, -0.2], [0.5, 0.3, 0.9], [0.1, -0.1, 0.1], [0.2, 0.3, 0.0], [-0.1, -0.1, 0.1], [-0.1, -0.3, 0.1], [-0.1, -0.4, -0.5], [0.3, 0.5, 0.3], [0.0, 0.0, -0.1], [0.4, 0.2, -0.1], [-0.8, 0.1, 0.5], [0.0, 0.4, 0.5], [-0.6, -0.5, -0.5], [0.5, 0.1, 0.1], [0.2, 0.0, 0.0], [-0.4, -0.1, -0.2], [0.6, 0.1, 0.2], [0.1, -0.1, 0.1], [-0.4, -0.1, 0.1], [0.2, 0.1, -0.1], [0.3, -0.4, -0.1], [-0.2, 0.0, 0.5], [-0.4, -0.1, -0.1], [-0.1, 0.1, 0.1], [-0.5, 0.2, -0.6], [0.4, -0.6, 0.6], [-0.2, 1.0, -0.5], [0.0, -0.1, -0.2], [0.1, -0.9, 0.5], [-0.2, 0.5, 0.0], [0.2, 0.3, -0.4], [0.0, -0.4, 0.2], [0.1, -0.1, -0.1], [0.3, -0.1, 0.3], [0.0, -0.1, -0.5], [0.3, 0.8, -0.2], [-0.2, -0.1, 0.0], [0.2, -0.5, 0.1]], "mulliken_charge": [-1.137, 0.402, 0.489, -0.608, -0.158, -0.265, -1.492, 0.259, 0.293, 0.347, 0.082, 0.296, 0.809, -0.257, -0.350, 0.535, 0.134, 0.328, -0.067, 0.629, 0.288, 0.470, -0.791, 0.317, 0.289, -0.652, 0.310, 0.487, -0.946, 0.298, 0.298, -0.698, 0.274, 0.419, -0.740, 0.432, 0.375, -0.767, 0.280, 0.425, -0.757, 0.284, 0.446, -0.655, 0.491, 0.431, -0.870, 0.277, 0.426, -0.712, 0.317, 0.258, -0.641, 0.415, 0.430, -0.773, 0.226, 0.422, -0.716, 0.421, 0.327, -0.681], "relative_energy_ev": 0.000, "gap_ev": 9.8, "lumo_ha": 0.0041, "multiplicity": 1, "e_homo_ev": -9.6695, "total_charge": 0}

---

Entry 2:
{"formula": "C5H42O17", "method": "ωB97M-V with the def2-TZVPD basis set", "symbols": ["C", "C", "C", "O", "H", "H", "H", "H", "H", "H", "H", "C", "C", "O", "H", "H", "H", "H", "H", "O", "H", "H", "O", "H", "H", "O", "H", "H", "O", "H", "H", "O", "H", "H", "O", "H", "H", "O", "H", "H", "O", "H", "H", "O", "H", "H", "O", "H", "H", "O", "H", "H", "O", "H", "H", "O", "H", "H", "O", "H", "H", "O", "H", "H"], "coordinates": [[-3.631, -3.591, -0.686], [-4.153, -2.154, -0.469], [-3.503, -1.324, 0.643], [-3.694, -1.601, -1.670], [-3.953, -4.282, 0.127], [-2.588, -3.495, -0.570], [-3.958, -4.033, -1.610], [-5.255, -2.159, -0.417], [-2.525, -1.186, 0.462], [-3.589, -1.851, 1.562], [-3.995, -0.361, 0.751], [-0.116, -0.084, 0.898], [0.520, 0.797, -0.205], [1.597, 0.161, -0.834], [-0.310, -1.107, 0.498], [-1.087, 0.241, 1.268], [0.440, -0.145, 1.850], [0.831, 1.706, 0.101], [-0.218, 1.071, -0.993], [3.225, 1.113, 1.297], [2.626, 0.931, 0.526], [4.001, 1.319, 0.802], [2.295, 0.200, -3.254], [2.032, 0.256, -2.321], [1.785, -0.537, -3.659], [1.436, 1.638, 3.610], [0.622, 1.123, 3.421], [2.086, 1.344, 2.993], [-0.205, 3.783, 1.790], [-0.529, 2.905, 2.038], [0.703, 3.878, 2.170], [0.006, 1.551, -3.511], [0.252, 1.600, -4.416], [0.725, 1.065, -3.134], [0.516, -4.030, 0.307], [0.134, -4.921, 0.073], [-0.045, -3.575, 0.972], [-1.981, -0.323, -3.251], [-1.479, -0.882, -2.691], [-1.305, 0.310, -3.539], [2.689, -1.669, 0.811], [2.281, -1.025, 0.230], [3.622, -1.652, 0.478], [-2.434, 2.375, -1.308], [-1.677, 2.755, -1.830], [-2.274, 2.596, -0.358], [1.342, -2.501, 2.984], [1.928, -2.413, 2.177], [1.778, -2.828, 3.781], [2.704, 3.031, -2.020], [2.143, 3.213, -1.300], [3.056, 2.168, -1.947], [-1.158, -3.075, 2.215], [-1.783, -2.397, 1.975], [-0.537, -2.553, 2.715], [0.473, 4.177, -0.700], [0.165, 3.874, 0.149], [0.800, 5.049, -0.637], [0.048, -1.738, -1.764], [0.128, -2.453, -1.147], [0.626, -1.025, -1.453], [2.595, 3.815, 1.763], [2.944, 4.040, 2.654], [2.848, 2.898, 1.582]], "forces_ev_per_angstrom": [[-1.4, -0.3, 2.9], [1.8, 0.5, -3.9], [-3.7, -1.1, 0.5], [-1.3, 0.4, 0.9], [0.0, -0.3, 0.1], [1.5, -0.2, -0.5], [0.0, 0.3, -0.5], [-0.4, 0.0, 0.6], [3.4, 0.5, -1.2], [-0.3, -0.5, 1.7], [-0.1, 0.1, -0.2], [-0.2, -0.2, 0.2], [-1.9, -2.6, -1.8], [1.1, 0.0, 1.1], [0.4, 0.8, 0.4], [-0.4, 0.5, -0.5], [0.6, -0.3, -0.6], [1.0, 3.3, 1.9], [-0.2, -0.5, 0.6], [-0.8, 0.4, -0.1], [-0.4, -0.6, 0.1], [1.3, 0.2, -0.2], [0.4, -0.8, -2.3], [-0.3, -0.4, 1.4], [0.5, 0.6, 0.8], [-1.7, 0.2, 1.0], [1.0, 0.3, 0.1], [0.7, -0.6, -1.0], [0.0, 0.0, 0.8], [0.3, 0.2, 0.0], [-0.6, -0.6, -0.5], [-1.4, 1.1, 0.4], [0.3, 0.2, -1.2], [1.0, -0.3, 0.4], [0.1, -1.3, -0.7], [0.2, 1.8, 0.7], [-0.3, -0.7, -0.2], [-0.2, 1.3, -1.8], [0.2, -1.4, 1.3], [-0.4, 0.0, 0.2], [2.4, -1.1, 0.2], [-1.2, 1.0, -1.1], [-1.3, -0.3, 0.7], [0.8, 1.0, 0.5], [-0.9, -0.6, 0.9], [0.1, -0.2, -1.4], [0.0, 0.1, 0.1], [-0.2, 0.0, 0.9], [0.3, 0.1, -0.8], [1.3, 1.3, -1.8], [-1.5, 0.2, 1.4], [0.2, -1.5, 0.2], [-0.4, -0.2, 0.2], [-1.0, 0.2, -0.7], [1.2, -0.1, 0.5], [0.0, -1.3, -1.9], [-0.2, 0.2, 1.1], [0.4, 1.3, 0.4], [-0.4, 0.0, -1.2], [0.2, -0.8, 0.5], [0.5, 0.0, 0.3], [0.3, 1.2, 1.0], [-0.3, -0.5, -1.0], [0.0, -0.4, 0.1]], "mulliken_charge": [-1.157, 0.131, 0.034, -0.833, 0.367, 0.005, 0.400, 0.271, -1.029, 0.442, 0.379, -0.032, 0.508, -0.098, -0.380, 0.745, -0.384, 0.206, -0.247, -0.852, 0.143, 0.187, -0.938, 0.150, 0.338, -0.694, 0.370, 0.344, -0.745, 0.307, 0.418, -0.659, 0.185, 0.411, -0.669, 0.268, 0.463, -0.703, 0.374, 0.411, -0.668, 0.264, 0.248, -0.597, 0.298, 0.263, -0.605, 0.347, 0.201, -0.677, 0.384, 0.316, -0.718, 0.402, 0.240, -0.640, 0.402, 0.245, -0.793, 0.207, 0.400, -0.656, 0.296, 0.399], "gap_ev": 3.4, "lumo_ha": 0.1508, "multiplicity": 1, "e_homo_ev": 0.6934, "total_charge": -2}

---

Entry 3:
{"formula": "C5H4BiO2", "method": "ωB97M-V with the def2-TZVPD basis set", "symbols": ["O", "C", "C", "C", "C", "H", "H", "H", "C", "O", "Bi", "H"], "coordinates": [[-2.685, 0.625, 0.857], [-1.518, 0.436, 0.804], [-0.416, 0.738, 1.616], [0.875, 0.554, 1.163], [1.480, -0.232, 0.208], [-0.638, 1.209, 2.578], [1.617, -1.291, 0.474], [2.316, 0.164, -0.381], [0.121, -0.362, -1.602], [-1.087, -0.552, -1.065], [-0.358, -2.002, -2.826], [0.293, 0.713, -1.826]], "forces_ev_per_angstrom": [[5.5, -1.7, -1.3], [-7.4, 2.4, 1.6], [4.8, 0.2, -0.4], [-3.2, -2.8, -2.2], [1.4, 1.5, 2.5], [-0.3, -0.2, -0.2], [-0.2, 0.3, 0.1], [-0.4, 0.1, -0.2], [-3.4, 2.8, 1.3], [2.8, -0.2, -0.9], [-0.4, -1.7, -0.7], [0.8, -0.6, 0.5]], "mulliken_charge": [-0.149, 0.731, -0.436, 0.392, -0.690, 0.436, 0.382, 0.415, -0.155, -0.418, 1.082, 0.408], "gap_ev": [6.8, 8.1], "lumo_ha": [-0.4064, -0.4144], "multiplicity": 2, "e_homo_ev": [-17.8402, -19.4232], "total_charge": 2}

---

no.,E (hartree),maximum force (hartree/bohr)
1,-1721.4629,0.0241
2,-1494.7019,0.0847
3,-557.0529,0.1540